ORCA calculation (wB97M-V/def2-TZVPD) on a molecular structure, C24H21AuBBrF2NSb.

Structure (XYZ):
```
52
Properties=species:S:1:pos:R:3:lowdin_charge:R:1
Au -2.3018 1.4343 -0.6078 0.8406
C -4.5279 -3.7802 -1.0772 -0.0182
C -4.0165 -2.7149 -0.1484 -0.2261
C -4.1743 -2.7844 1.2329 0.0276
C -3.6943 -1.7766 2.0580 -0.0616
C -3.0659 -0.7075 1.4606 -0.7462
Br -2.3887 0.7334 2.4758 0.8431
N -2.9057 -0.6105 0.1441 -0.1102
C -3.3731 -1.5917 -0.6459 -0.0719
H -5.0124 -4.5821 -0.5254 0.0904
H -3.7142 -4.2077 -1.6644 0.0914
H -5.2512 -3.3643 -1.7793 0.0985
H -4.6869 -3.6311 1.6733 0.1370
H -3.8185 -1.8120 3.1307 0.1214
H -3.2198 -1.4660 -1.7112 0.1313
C 5.1629 1.2244 -2.6763 -0.0254
C 4.3588 2.3599 -2.6621 -0.0409
C 3.0861 2.2990 -2.1211 -0.1153
C 2.6499 1.0906 -1.5796 -0.3558
C 3.4242 -0.0658 -1.6223 -0.1028
C 4.6994 0.0202 -2.1621 -0.0398
Sb 0.7880 0.9985 -0.5834 1.7069
C 0.4719 -1.0593 -0.2642 -0.4050
C 0.4912 -1.8454 -1.4189 -0.1444
C 0.3523 -3.2202 -1.3056 -0.0477
C 0.1806 -3.7971 -0.0523 -0.0322
C 0.1404 -3.0049 1.0905 -0.0442
C 0.2709 -1.6279 0.9925 -0.1203
C 1.1201 2.2177 1.1236 -0.3761
C 1.0930 1.7013 2.4163 -0.1429
C 1.4291 2.5411 3.4695 -0.0461
C 1.7498 3.8716 3.2298 -0.0305
C 1.7491 4.3778 1.9350 -0.0419
C 1.4239 3.5537 0.8689 -0.1228
H 6.1589 1.2795 -3.0952 0.1253
H 4.7191 3.2908 -3.0787 0.1241
H 2.4599 3.1813 -2.1243 0.0992
H 3.0699 -1.0045 -1.2189 0.0982
H 5.3264 -0.8610 -2.1838 0.1238
H 0.6321 -1.3991 -2.3975 0.1093
H 0.3846 -3.8386 -2.1928 0.1225
H 0.0803 -4.8712 0.0348 0.1233
H 0.0162 -3.4596 2.0646 0.1231
H 0.2288 -1.0273 1.8896 0.0712
H 0.8510 0.6696 2.6220 0.0663
H 1.4398 2.1474 4.4772 0.1225
H 1.9980 4.5210 4.0587 0.1242
H 1.9983 5.4142 1.7507 0.1234
H 1.4168 3.9591 -0.1353 0.0955
F -4.2265 3.5854 -0.8981 0.2506
B -2.9540 3.3494 -0.9944 -0.7316
F -2.0901 4.2900 -1.2727 0.2092
```

Calculated values
Orbital gap (alpha / beta), eV: 5.343 / 5.570
E_HOMO (alpha / beta), hartree: -0.5467 / -0.5551
Energy, Ha: -4155.897132
M, g/mol: 770.88
Multiplicity: 1
LUMO energy (alpha / beta), eV: -9.53 / -9.54
Net charge: +2
Strongest force on any atom, Eh/bohr: 0.0241
Energy relative to the best compared isomer or geometry (same formula, charge and spin), eV: 2.492